Entry 1:
Density functional theory data (wB97M-V/def2-TZVPD) for a cluster of 2 separate species, C21H25FN4O6 in total in a non-equilibrium geometry.

Summary:
Largest force on an atom: 0.0617 hartree/bohr
Frontier orbital gap: 0.300 Eh
SMILES: C[C@H]1C[C@@H](C(=O)O)N1C(=O)c1cc(O)nc2ccc(F)cc12.CNC(=O)[C@H](C)NC(C)=O

Structure (ORCA input):
```
! wB97M-V def2-TZVPD RIJCOSX def2/J DEFGRID3
* xyz 0 1
C 5.230 -0.534 -1.862
C 4.828 -1.575 -2.906
C 5.638 -2.883 -2.858
C 4.368 -3.663 -2.456
C 4.409 -4.319 -1.065
O 4.291 -5.530 -1.008
O 4.581 -3.536 0.027
N 3.679 -2.391 -2.593
C 2.373 -2.013 -2.284
O 2.088 -0.827 -2.412
C 1.325 -2.998 -1.896
C 1.191 -4.198 -2.615
C 0.210 -5.125 -2.284
O 0.108 -6.273 -2.997
N -0.649 -4.933 -1.291
C -0.566 -3.802 -0.582
C -1.487 -3.632 0.453
C -1.471 -2.481 1.250
C -0.522 -1.486 1.014
F -0.507 -0.370 1.779
C 0.409 -1.648 -0.016
C 0.404 -2.798 -0.838
H 6.234 -0.154 -2.075
H 5.227 -0.971 -0.859
H 4.529 0.305 -1.878
H 4.777 -1.130 -3.907
H 6.435 -2.894 -2.108
H 6.049 -3.183 -3.827
H 4.080 -4.399 -3.212
H 4.556 -4.144 0.783
H 1.837 -4.406 -3.458
H 0.850 -6.326 -3.611
H -2.217 -4.416 0.625
H -2.192 -2.355 2.052
H 1.131 -0.849 -0.155
C -3.263 6.976 4.267
N -3.539 5.858 3.368
C -3.782 4.602 3.764
O -3.816 4.302 4.956
C -4.007 3.508 2.685
C -3.178 2.244 2.963
N -3.726 3.913 1.300
C -4.443 4.781 0.590
C -4.042 4.968 -0.853
O -5.363 5.431 1.062
H -2.389 6.746 4.878
H -4.118 7.135 4.927
H -3.075 7.883 3.691
H -3.654 6.055 2.385
H -5.063 3.239 2.743
H -3.430 1.850 3.949
H -3.396 1.479 2.216
H -2.114 2.483 2.940
H -2.972 3.439 0.831
H -3.024 5.349 -0.902
H -4.108 4.014 -1.373
H -4.722 5.681 -1.318
*
```

Entry 2:
Density functional theory data (wB97M-V/def2-TZVPD) for a cluster of 6 separate species, C42H50FN6O10P in total in a non-equilibrium geometry.

Summary:
Largest force on an atom: 0.1911 hartree/bohr
Frontier orbital gap: 0.268 Eh
SMILES: C#CCCC[PH2](CCCF)NCCCC.O=[N+]([O-])c1ccccc1.O=[N+]([O-])c1ccccc1.O=[N+]([O-])c1ccccc1.O=[N+]([O-])c1ccccc1.O=[N+]([O-])c1ccccc1

Structure (ORCA input):
```
! wB97M-V def2-TZVPD RIJCOSX def2/J DEFGRID3
* xyz 0 1
C -3.201 -0.484 -2.675
C -2.588 0.805 -2.675
C -1.527 2.069 -2.500
C -0.870 2.050 -0.998
C -0.417 0.555 -0.465
P 1.108 0.579 0.702
C 2.175 -0.145 -0.724
C 2.308 0.857 -2.034
C 3.008 2.304 -1.706
F 3.576 2.881 -2.979
N 0.188 1.310 2.063
C 1.138 1.715 3.209
C 0.337 1.949 4.627
C -0.522 3.348 4.704
C -1.733 3.476 3.607
H -3.687 -1.538 -2.399
H -0.678 2.086 -3.306
H -2.170 3.072 -2.567
H -1.725 2.409 -0.246
H 0.003 2.847 -0.876
H -0.255 -0.105 -1.432
H -1.360 0.101 0.101
H 2.056 1.655 0.836
H 1.370 -0.646 1.450
H 1.647 -1.133 -1.137
H 3.236 -0.521 -0.328
H 1.301 1.021 -2.613
H 3.031 0.295 -2.792
H 3.878 2.194 -0.897
H 2.188 3.056 -1.290
H -0.122 2.254 1.682
H 1.706 2.687 2.823
H 1.979 0.884 3.346
H 1.172 2.032 5.476
H -0.286 0.982 4.850
H 0.156 4.329 4.650
H -1.033 3.378 5.783
H -2.707 3.996 3.999
H -1.310 4.153 2.719
H -1.983 2.432 3.089
O 4.481 -3.109 -3.132
N 5.293 -3.432 -4.011
O 6.045 -4.415 -3.944
C 5.373 -2.591 -5.211
C 4.567 -1.448 -5.312
C 4.665 -0.638 -6.445
C 5.555 -0.970 -7.467
C 6.349 -2.114 -7.369
C 6.262 -2.930 -6.239
H 3.869 -1.176 -4.524
H 4.049 0.255 -6.530
H 5.632 -0.332 -8.346
H 7.038 -2.367 -8.171
H 6.889 -3.817 -6.176
O 0.977 -0.342 6.957
N 0.432 -1.296 6.382
O 0.676 -1.646 5.218
C -0.574 -2.060 7.129
C -0.908 -1.676 8.435
C -1.884 -2.392 9.132
C -2.514 -3.483 8.531
C -2.172 -3.869 7.234
C -1.200 -3.159 6.526
H -0.426 -0.829 8.917
H -2.155 -2.098 10.144
H -3.278 -4.034 9.076
H -2.666 -4.722 6.773
H -0.947 -3.471 5.515
O -4.135 -3.825 4.861
N -4.434 -4.318 3.763
O -4.651 -5.524 3.572
C -4.535 -3.414 2.612
C -4.262 -2.049 2.775
C -4.336 -1.197 1.671
C -4.684 -1.705 0.418
C -4.966 -3.063 0.260
C -4.892 -3.925 1.357
H -3.990 -1.638 3.745
H -4.120 -0.137 1.787
H -4.735 -1.038 -0.441
H -5.239 -3.451 -0.719
H -5.111 -4.981 1.217
O -4.332 5.371 4.850
N -4.753 4.265 5.221
O -4.680 3.225 4.551
C -5.388 4.184 6.543
C -5.526 5.343 7.319
C -6.152 5.264 8.564
C -6.630 4.038 9.030
C -6.482 2.883 8.260
C -5.860 2.951 7.011
H -5.159 6.306 6.970
H -6.270 6.159 9.171
H -7.123 3.982 9.999
H -6.854 1.931 8.631
H -5.755 2.043 6.421
O 4.493 -2.368 -9.754
N 5.305 -2.691 -10.633
O 6.057 -3.674 -10.566
C 5.385 -1.850 -11.833
C 4.580 -0.707 -11.934
C 4.677 0.103 -13.067
C 5.568 -0.229 -14.090
C 6.361 -1.373 -13.991
C 6.274 -2.189 -12.861
H 3.881 -0.435 -11.146
H 4.061 0.996 -13.152
H 5.644 0.409 -14.969
H 7.050 -1.626 -14.793
H 6.902 -3.076 -12.798
*
```

Entry 3:
Density functional theory data (wB97M-V/def2-TZVPD) for a cluster of 4 separate species, C28H43N3O5 in total in a non-equilibrium geometry.

Summary:
Largest force on an atom: 0.0447 hartree/bohr
Frontier orbital gap: 0.310 Eh
SMILES: C=Cc1cccc2c1C(=O)c1ccccc1C2=O.COC[C@@H](C)N.COC[C@@H](C)N.COC[C@@H](C)N

Structure (ORCA input):
```
! wB97M-V def2-TZVPD RIJCOSX def2/J DEFGRID3
* xyz 0 1
C 3.380 -2.998 2.346
C 2.240 -2.465 2.781
C 1.434 -1.673 1.777
C 1.962 -0.449 1.437
C 1.356 0.366 0.500
C 0.193 -0.119 -0.066
C -0.362 -1.309 0.285
C 0.251 -2.127 1.230
C -0.369 -3.435 1.618
O 0.233 -4.377 2.096
C -1.869 -3.527 1.421
C -2.649 -4.397 2.146
C -4.009 -4.428 1.938
C -4.631 -3.596 1.036
C -3.859 -2.728 0.288
C -2.501 -2.720 0.487
C -1.642 -1.809 -0.337
O -1.910 -1.482 -1.487
H 3.468 -3.214 1.281
H 4.243 -3.180 2.982
H 1.887 -2.594 3.803
H 2.879 -0.107 1.908
H 1.773 1.328 0.230
H -0.277 0.503 -0.825
H -2.219 -5.059 2.891
H -4.624 -5.127 2.499
H -5.704 -3.604 0.875
H -4.306 -2.058 -0.437
C -6.164 -1.851 -5.927
O -5.987 -3.247 -5.771
C -4.678 -3.647 -5.408
C -4.365 -3.532 -3.907
C -4.104 -2.105 -3.440
N -5.435 -4.111 -3.084
H -5.269 -1.371 -6.335
H -6.440 -1.385 -4.979
H -6.987 -1.696 -6.626
H -4.612 -4.704 -5.685
H -3.931 -3.117 -6.012
H -3.449 -4.104 -3.725
H -5.024 -1.525 -3.346
H -3.628 -2.111 -2.464
H -3.437 -1.580 -4.127
H -5.544 -5.092 -3.327
H -6.310 -3.689 -3.384
C -1.185 2.920 2.361
O -0.440 3.566 1.342
C -0.717 4.945 1.185
C 0.015 5.863 2.178
C -0.591 5.856 3.578
N 1.440 5.531 2.276
H -2.196 3.328 2.451
H -0.663 2.990 3.317
H -1.262 1.864 2.102
H -0.371 5.197 0.179
H -1.800 5.124 1.197
H -0.070 6.884 1.794
H -0.331 4.957 4.137
H -0.220 6.706 4.152
H -1.679 5.932 3.536
H 1.864 5.630 1.357
H 1.507 4.534 2.468
C 4.616 3.033 0.541
O 4.819 1.631 0.542
C 5.721 1.157 -0.443
C 7.205 1.281 -0.063
C 7.751 2.700 -0.183
N 7.465 0.786 1.292
H 4.654 3.449 -0.470
H 5.347 3.532 1.181
H 3.626 3.226 0.957
H 5.492 0.094 -0.557
H 5.514 1.628 -1.412
H 7.769 0.658 -0.765
H 7.433 3.337 0.643
H 8.841 2.686 -0.173
H 7.433 3.167 -1.118
H 7.190 -0.191 1.345
H 6.814 1.254 1.918
*
```

Entry 4:
Density functional theory data (wB97M-V/def2-TZVPD) for the molecule C6H14N2O in a non-equilibrium geometry.

Summary:
Largest force on an atom: 0.0811 hartree/bohr
Relative energy (zero: lowest compared OMol25 entry of this formula, charge and spin): 387.37 kJ/mol
Frontier orbital gap: 0.310 Eh
SMILES: C=C(O)CCN(C)CN

Structure (ORCA input):
```
! wB97M-V def2-TZVPD RIJCOSX def2/J DEFGRID3
* xyz 0 1
C -1.016 -0.890 -1.636
C -1.580 -0.041 -0.741
O -1.579 1.294 -1.035
C -1.943 -0.427 0.664
C -0.616 -0.696 1.359
N 0.921 -0.060 0.927
C 0.951 1.387 1.034
C 1.552 -0.608 -0.209
N 2.110 0.328 -1.170
H -1.172 -1.950 -1.512
H -0.827 -0.534 -2.637
H -1.920 1.800 -0.289
H -2.501 0.379 1.151
H -2.563 -1.326 0.658
H -0.645 -0.336 2.386
H -0.358 -1.752 1.342
H 0.562 1.898 0.147
H 0.389 1.691 1.918
H 1.982 1.710 1.209
H 0.690 -1.132 -0.834
H 2.282 -1.367 0.125
H 2.334 -0.139 -2.038
H 2.948 0.771 -0.816
*
```

Entry 5:
Density functional theory data (wB97M-V/def2-TZVPD) for the molecule C5H5NO2 in a non-equilibrium geometry.

Summary:
Largest force on an atom: 0.1025 hartree/bohr
Relative energy (zero: lowest compared OMol25 entry of this formula, charge and spin): 245.16 kJ/mol
Frontier orbital gap: 0.328 Eh
SMILES: C=C1OC=CNC1=O

Structure (ORCA input):
```
! wB97M-V def2-TZVPD RIJCOSX def2/J DEFGRID3
* xyz 0 1
C -1.853 -1.270 0.323
C -0.683 -0.599 0.093
O 0.368 -1.312 -0.313
C 1.653 -0.868 -0.145
C 1.918 0.398 0.289
N 0.722 1.312 0.196
C -0.566 0.787 -0.140
O -1.563 1.515 -0.238
H -2.746 -0.673 0.418
H -1.676 -2.271 0.215
H 2.322 -1.623 -0.335
H 2.911 0.847 0.328
H 0.881 2.220 -0.109
*
```

Entry 6:
Density functional theory data (wB97M-V/def2-TZVPD) for a cluster of 3 separate species, C4H14NO2 in total in a non-equilibrium geometry.

Summary:
Largest force on an atom: 0.0694 hartree/bohr
Relative energy (zero: lowest compared OMol25 entry of this formula, charge and spin): 409.08 kJ/mol
Frontier orbital gap: 0.365 Eh

Structure (ORCA input):
```
! wB97M-V def2-TZVPD RIJCOSX def2/J DEFGRID3
* xyz 1 1
C -2.756 -2.598 0.672
C -1.209 -2.597 1.161
C -0.924 -1.160 1.168
C -0.385 -0.655 0.067
N 0.425 0.528 0.230
H -3.355 -3.392 1.127
H -3.259 -1.778 1.199
H -3.007 -2.605 -0.349
H -1.146 -3.045 2.229
H -0.249 -2.941 0.777
H -1.234 -0.524 2.063
H -0.784 -0.770 -0.987
H 1.237 0.292 0.750
H -0.189 1.049 0.800
H 0.521 0.940 -0.732
H 1.175 3.222 -1.441
H -0.309 3.183 -1.965
O 0.367 2.704 -1.405
H 4.369 2.875 -1.334
H 2.903 2.808 -0.918
O 3.633 2.177 -1.248
*
```

Entry 7:
Density functional theory data (wB97M-V/def2-TZVPD) for the ion C6H16N with charge +1 in a non-equilibrium geometry.

Summary:
Largest force on an atom: 0.1107 hartree/bohr
Relative energy (zero: lowest compared OMol25 entry of this formula, charge and spin): 211.66 kJ/mol
Frontier orbital gap: 0.407 Eh
SMILES: CC(C)C[C@@H](C)[NH3+]

Structure (ORCA input):
```
! wB97M-V def2-TZVPD RIJCOSX def2/J DEFGRID3
* xyz 1 1
C 1.046 1.265 -1.346
C 0.767 -0.150 -1.279
C 1.790 -1.122 -0.671
C -0.700 -0.332 -0.679
C -0.943 0.414 0.594
C -2.253 0.028 1.296
N 0.131 -0.090 1.610
H 1.571 1.631 -0.400
H 1.988 1.594 -1.965
H 0.171 1.976 -1.640
H 0.651 -0.553 -2.342
H 1.583 -1.254 0.354
H 2.719 -0.563 -0.443
H 2.134 -2.046 -1.261
H -0.879 -1.338 -0.532
H -1.494 0.057 -1.301
H -0.841 1.535 0.669
H -2.904 0.827 1.907
H -2.007 -0.876 1.839
H -3.024 -0.286 0.583
H 0.202 -1.101 1.924
H -0.194 0.351 2.473
H 1.167 0.062 1.375
*
```

Entry 8:
Density functional theory data (wB97M-V/def2-TZVPD) for the molecule C5H14N2S in a non-equilibrium geometry.

Summary:
Largest force on an atom: 0.0493 hartree/bohr
Relative energy (zero: lowest compared OMol25 entry of this formula, charge and spin): 46.82 kJ/mol
Frontier orbital gap: 0.360 Eh
SMILES: NCNCCCCS

Structure (ORCA input):
```
! wB97M-V def2-TZVPD RIJCOSX def2/J DEFGRID3
* xyz 0 1
N 0.128 2.071 -1.839
C 1.043 0.974 -2.180
N 1.212 0.010 -1.118
C 0.170 -1.018 -1.039
C -0.208 -1.366 0.395
C -0.751 -0.164 1.138
C -0.315 0.054 2.577
S -0.717 -1.363 3.661
H -0.859 1.884 -1.956
H 0.401 2.930 -2.286
H 0.804 0.506 -3.135
H 2.014 1.451 -2.250
H 1.291 0.492 -0.234
H -0.757 -0.725 -1.560
H 0.575 -1.862 -1.600
H 0.711 -1.641 0.895
H -0.822 -2.258 0.461
H -0.558 0.792 0.622
H -1.840 0.032 1.078
H -0.680 0.999 2.957
H 0.758 0.116 2.589
H -1.599 -1.916 2.825
*
```